No. 1
This record from the Open Molecules 2025 dataset describes C47H69N5OTc as an isolated structure in a non-equilibrium geometry. The level of theory is the ωB97M-V functional and the def2-TZVPD basis.

```
! RIJCOSX wB97M-V def2-TZVPD def2/J DEFGRID3
* xyz 2 2
Tc -0.525 0.371 0.614
N -0.382 0.652 3.183
C -0.763 1.977 3.684
C -0.567 2.996 2.571
N -1.180 2.511 1.328
C -2.655 2.597 1.365
C -3.287 1.222 1.575
N -2.694 0.287 0.608
H -0.793 -0.047 3.791
H 0.628 0.547 3.259
H -0.167 2.282 4.551
H -1.805 1.953 4.007
H 0.500 3.133 2.412
H -0.999 3.957 2.869
H -0.860 3.129 0.585
H -3.017 3.005 0.420
H -2.987 3.267 2.163
H -4.373 1.299 1.446
H -3.094 0.855 2.584
H -3.045 0.558 -0.318
H -3.071 -0.649 0.779
C -1.020 -3.004 -3.038
C -0.296 -4.125 -2.308
C 1.111 -4.346 -2.886
C -0.345 -4.083 -0.779
C -0.334 -5.378 -0.265
C -0.648 -5.677 1.040
C -1.042 -4.640 1.858
C -0.960 -3.320 1.443
C -1.394 -2.300 2.467
C -0.604 -2.408 3.775
C -2.890 -2.472 2.759
C -0.526 -2.999 0.133
N -0.206 -1.659 -0.238
C 0.788 -1.570 -1.084
C 1.166 -0.505 -1.946
C 2.281 -0.732 -2.783
C 2.502 0.005 -3.918
C 1.569 0.979 -4.294
C 0.509 1.271 -3.475
C 0.325 0.623 -2.226
N -0.614 1.017 -1.357
C -1.647 1.904 -1.788
C -1.545 3.309 -1.802
C -2.720 4.047 -1.981
C -3.939 3.457 -2.228
C -3.998 2.087 -2.389
C -2.873 1.306 -2.176
C -2.942 -0.168 -2.511
C -4.272 -0.831 -2.143
C -2.713 -0.287 -4.023
C -0.308 4.191 -1.713
C 1.030 3.549 -1.359
C -0.118 4.939 -3.045
H -1.131 -3.284 -4.083
H -0.476 -2.066 -3.008
H -2.012 -2.869 -2.619
H -0.867 -5.032 -2.541
H 1.640 -3.410 -3.043
H 1.028 -4.828 -3.856
H 1.704 -4.992 -2.244
H -0.119 -6.192 -0.940
H -0.648 -6.696 1.389
H -1.404 -4.872 2.846
H -1.226 -1.304 2.042
H -0.419 -3.444 4.040
H -1.166 -1.974 4.599
H 0.359 -1.914 3.694
H -3.047 -3.289 3.457
H -3.458 -2.700 1.861
H -3.295 -1.575 3.221
H 1.360 -2.479 -1.245
H 2.964 -1.532 -2.538
H 3.353 -0.196 -4.548
H 1.688 1.503 -5.230
H -0.193 2.042 -3.748
H -2.665 5.123 -1.934
H -4.819 4.064 -2.350
H -4.924 1.624 -2.682
H -2.130 -0.692 -1.996
H -5.026 -0.633 -2.897
H -4.664 -0.507 -1.181
H -4.149 -1.909 -2.103
H -3.427 0.328 -4.565
H -2.839 -1.316 -4.338
H -1.709 0.036 -4.283
H -0.536 4.953 -0.954
H 1.507 3.138 -2.245
H 0.941 2.751 -0.628
H 1.680 4.325 -0.964
H 0.101 4.244 -3.852
H 0.726 5.617 -2.953
H -0.995 5.515 -3.322
C 3.519 -2.516 0.465
C 2.555 -2.262 1.632
C 2.601 -3.465 2.571
C 2.972 -0.965 2.271
C 3.932 -0.968 3.262
C 4.456 0.204 3.781
C 4.081 1.411 3.219
C 3.144 1.477 2.210
C 2.936 2.762 1.458
C 3.879 2.723 0.248
C 3.217 4.015 2.288
C 2.473 0.285 1.771
O 1.463 0.353 0.950
H 3.242 -3.417 -0.075
H 4.524 -2.658 0.853
H 3.535 -1.671 -0.218
H 1.535 -2.146 1.265
H 2.101 -3.278 3.517
H 3.628 -3.741 2.786
H 2.125 -4.317 2.092
H 4.306 -1.904 3.637
H 5.197 0.177 4.563
H 4.553 2.314 3.565
H 1.906 2.786 1.090
H 4.899 2.557 0.586
H 3.844 3.672 -0.279
H 3.602 1.922 -0.435
H 4.286 4.148 2.427
H 2.745 3.964 3.268
H 2.845 4.895 1.770
*
```

Results
ΔE to the lowest compared entry with this formula, charge and spin   190.2 kJ/mol
Orbital gap (spin up / spin down)   5.32 / 4.37 eV
Expectation value of S²   0.87
Lowest unoccupied orbital energy (spin up / spin down)   -7.37 / -7.94 eV
E_HOMO (spin up / spin down)   -12.69 / -12.31 eV

---

No. 2
This record from the Open Molecules 2025 dataset describes a 5-piece molecular cluster, C49H104BBr2F3N8O7S3 overall in a non-equilibrium geometry. The level of theory is the ωB97M-V functional and the def2-TZVPD basis.

```
! RIJCOSX wB97M-V def2-TZVPD def2/J DEFGRID3
* xyz 0 1
C -3.536 5.759 -0.277
C -2.176 5.398 0.328
C -1.759 3.996 -0.107
C -1.173 3.922 -1.535
C 0.290 4.379 -1.528
C 1.104 3.918 -2.742
Br 2.378 5.370 -3.256
O 1.691 2.648 -2.668
C 2.520 2.074 -1.659
C 1.617 1.483 -0.540
O 1.258 0.153 -0.850
C 0.115 -0.355 -0.146
C 0.325 -1.871 -0.260
C -0.686 -2.772 0.455
C -1.901 -3.244 -0.345
S -1.421 -3.829 -1.992
C -1.147 0.072 -0.930
C -1.031 -0.034 -2.443
S -2.644 0.462 -3.162
C -3.350 -1.050 -3.635
N -3.081 -1.826 -4.636
N -3.975 -2.880 -4.573
C -4.727 -2.648 -3.542
O -4.401 -1.521 -2.890
N 0.035 0.153 1.234
C -1.294 0.443 1.771
C 0.924 -0.455 2.139
C 0.421 -1.117 3.394
O 2.097 -0.426 1.934
C 3.277 1.001 -2.478
C 4.520 0.316 -1.947
C 5.089 -0.561 -3.063
Br 4.239 -0.843 -0.407
S 3.697 3.147 -0.725
O 4.358 2.381 0.290
O 3.027 4.322 -0.248
C 5.108 3.759 -1.835
F 6.268 3.293 -1.409
F 4.951 3.431 -3.110
F 5.144 5.070 -1.724
B 0.111 3.814 -4.022
O -0.399 2.566 -4.281
N -0.203 4.944 -4.897
C 0.301 4.728 -6.252
C -1.608 5.380 -4.870
H -3.752 6.807 -0.088
H -3.510 5.587 -1.353
H -4.312 5.128 0.147
H -1.424 6.145 0.081
H -2.310 5.368 1.410
H -1.066 3.530 0.596
H -2.655 3.368 -0.113
H -1.801 4.579 -2.135
H -1.276 2.885 -1.844
H 0.320 5.464 -1.501
H 0.728 4.069 -0.585
H 0.717 2.087 -0.450
H 2.114 1.505 0.432
H 1.316 -2.093 0.130
H 0.381 -2.085 -1.324
H -0.148 -3.674 0.749
H -1.060 -2.345 1.382
H -2.698 -2.505 -0.411
H -2.339 -4.085 0.192
H -2.618 -4.145 -2.493
H -1.303 1.130 -0.711
H -2.035 -0.437 -0.570
H -0.806 -1.033 -2.802
H -0.329 0.688 -2.845
H -5.552 -3.246 -3.201
H -1.670 1.363 1.331
H -2.046 -0.328 1.591
H -1.244 0.624 2.838
H 0.650 -0.489 4.254
H 0.948 -2.057 3.525
H -0.648 -1.306 3.403
H 2.553 0.288 -2.859
H 3.605 1.562 -3.356
H 5.320 0.997 -1.676
H 4.345 -1.275 -3.407
H 5.302 0.089 -3.916
H 6.003 -1.055 -2.755
H -1.330 2.608 -4.529
H 0.274 5.663 -6.809
H 1.350 4.437 -6.199
H -0.253 3.949 -6.785
H -1.930 5.595 -5.888
H -2.299 4.646 -4.446
H -1.690 6.324 -4.330
C -0.764 -5.950 -5.838
C -1.061 -7.409 -5.520
N 0.135 -8.205 -5.312
C -0.114 -9.634 -5.301
C -0.993 -10.209 -4.183
C 1.043 -7.706 -4.295
C 0.488 -7.501 -2.881
H -0.076 -5.870 -6.680
H -1.688 -5.433 -6.102
H -0.331 -5.424 -4.986
H -1.602 -7.841 -6.366
H -1.749 -7.448 -4.660
H 0.849 -10.151 -5.296
H -0.575 -9.890 -6.261
H -0.474 -10.233 -3.226
H -1.265 -11.238 -4.425
H -1.920 -9.647 -4.060
H 1.439 -6.748 -4.641
H 1.913 -8.366 -4.255
H -0.473 -6.985 -2.895
H 1.177 -6.881 -2.305
H 0.370 -8.438 -2.337
C -9.458 2.548 -1.860
C -7.949 2.378 -1.769
N -7.436 2.568 -0.425
C -5.993 2.709 -0.374
C -5.133 1.511 -0.802
C -8.030 1.729 0.600
C -7.962 0.207 0.417
H -9.766 3.507 -1.442
H -9.770 2.517 -2.905
H -9.994 1.754 -1.337
H -7.481 3.129 -2.411
H -7.677 1.396 -2.191
H -5.708 3.005 0.640
H -5.726 3.560 -1.009
H -5.138 0.716 -0.057
H -4.094 1.827 -0.923
H -5.454 1.093 -1.757
H -9.082 2.011 0.696
H -7.582 1.998 1.560
H -8.241 -0.097 -0.593
H -8.659 -0.274 1.105
H -6.972 -0.191 0.633
C 8.114 2.631 1.126
C 7.662 1.273 1.635
N 8.756 0.356 1.894
C 8.320 -1.018 2.071
C 7.421 -1.345 3.270
C 9.767 0.831 2.820
C 9.319 1.247 4.228
H 8.754 2.513 0.250
H 7.247 3.223 0.839
H 8.662 3.202 1.877
H 7.029 0.831 0.864
H 7.020 1.421 2.517
H 9.207 -1.658 2.105
H 7.787 -1.308 1.160
H 7.972 -1.339 4.210
H 7.004 -2.347 3.149
H 6.583 -0.653 3.353
H 10.268 1.687 2.359
H 10.542 0.064 2.899
H 8.434 1.883 4.204
H 10.116 1.817 4.711
H 9.108 0.389 4.864
C 0.515 -1.748 7.518
C 0.123 -0.333 7.914
N -1.312 -0.120 7.914
C -1.689 1.280 7.992
C -1.322 2.061 9.260
C -2.082 -1.034 8.741
C -1.742 -1.115 10.235
H 0.064 -2.021 6.562
H 1.599 -1.815 7.412
H 0.217 -2.486 8.263
H 0.560 0.359 7.188
H 0.587 -0.096 8.884
H -2.767 1.355 7.828
H -1.230 1.787 7.136
H -1.949 1.785 10.106
H -1.470 3.128 9.086
H -0.278 1.919 9.541
H -1.981 -2.036 8.317
H -3.140 -0.787 8.624
H -0.668 -1.191 10.408
H -2.204 -2.006 10.665
H -2.119 -0.258 10.792
*
```

Results
SMILES   CCCCC[C@@](Br)(O[C@@](CO[C@](CCCS)(CCSc1nnco1)N(C)C(C)=O)(C[C@H](C)Br)S(=O)(=O)C(F)(F)F)B(O)N(C)C.CCN(CC)CC.CCN(CC)CC.CCN(CC)CC.CCN(CC)CC
Orbital gap   7.82 eV
Lowest unoccupied orbital energy   0.14 eV
E_HOMO   -7.68 eV